1.
Below is 5 unconnected molecules or ions with the total composition C2H14NO5 in a non-equilibrium geometry, with properties calculated with ωB97M-V/def2-TZVPD.

The geometry in ORCA input format:
```
! wB97M-V def2-TZVPD RIJCOSX def2/J DEFGRID3
* xyz -1 1
C -0.8054 -0.8508 -0.9363
O -0.2782 -2.0445 -0.4093
C -1.2404 0.1106 0.1707
N -2.2047 1.1102 -0.4291
H -0.0011 -0.4071 -1.4894
H -1.6037 -1.0690 -1.6714
H -1.7905 -0.4582 0.9415
H -0.3625 0.5708 0.6663
H -3.0905 1.0254 0.0696
H -2.0563 2.0909 -0.1839
H 2.8489 -0.0086 -1.0162
H 1.9773 0.0822 0.1544
O 2.1247 0.5804 -0.7353
H -1.3175 1.2382 -2.7180
H 0.0238 1.5555 -2.6386
O -0.7348 1.9100 -3.1145
H 2.1332 -0.1329 3.7666
H 1.1985 -0.4668 2.7859
O 1.1726 -0.0701 3.7174
H 2.0527 -1.9000 1.4502
H 0.3629 -1.8009 0.3228
O 1.5909 -1.0653 1.2967
*
```

Its energy above the lowest of the compared OMol25 structures with the same formula, charge and spin is 68.1 kJ/mol. The energy is -515.58630 Ha. The value obtained for the HOMO energy is -5.34 eV.

Here are the natural (NBO) charges for atoms 1 to 4, given in e: -0.0726, -0.7895, -0.2541, -0.8718


2.
Below is a gas-phase ion, CH6N3 (charge +1) in a non-equilibrium geometry, with properties calculated with ωB97M-V/def2-TZVPD.

The geometry in ORCA input format:
```
! wB97M-V def2-TZVPD RIJCOSX def2/J DEFGRID3
* xyz 1 1
C -0.3609 -0.5462 -0.0183
N -0.9393 0.5842 0.6107
N 0.9534 -0.1819 -0.3685
N 1.2800 0.9840 -0.0867
H -0.4511 -1.3524 0.7766
H -0.9169 -0.9301 -0.9215
H -0.3896 1.3473 0.3801
H 1.3730 -1.0201 -0.8540
H 2.2220 1.1607 -0.3051
H -1.5102 0.5427 1.4288
*
```

Its energy above the lowest of the compared OMol25 structures with the same formula, charge and spin is 432.9 kJ/mol. The energy is -205.59254 Ha. The structure (SMILES) is [H]/N=[NH+]/CN. The value obtained for the HOMO energy (spin up / spin down) is -14.45 / -14.45 eV.

Here are the natural (NBO) charges for atoms 1 to 4, given in e: -0.1327, -0.8074, -0.1137, -0.1482


3.
Below is a molecular structure, C34H42PPd in a non-equilibrium geometry, with properties calculated with ωB97M-V/def2-TZVPD.

The geometry in ORCA input format:
```
! wB97M-V def2-TZVPD RIJCOSX def2/J DEFGRID3
* xyz 1 5
C 0.8568 2.2163 1.3747
C -0.1691 2.8084 0.4969
C 0.5320 3.4553 -0.5811
C 1.9113 3.2378 -0.4202
C 2.1336 2.5002 0.7581
Pd 0.0421 0.5768 0.0619
C 1.0930 -2.0035 -2.0428
C 1.1287 -2.0519 -0.5738
H 0.6975 -2.8959 -0.0250
C 1.6016 -0.9277 0.1442
H 2.4119 -0.3169 -0.3064
H 1.7367 -0.9545 1.2413
C 0.8809 -3.3694 -2.7367
H -0.0556 -3.8407 -2.3983
H 0.7641 -3.1554 -3.8081
H 1.7263 -4.0769 -2.5962
C 2.3060 -1.2635 -2.6389
H 2.3894 -0.2619 -2.2033
H 3.2653 -1.7852 -2.4949
H 2.1233 -1.1286 -3.7080
C -1.5634 3.1081 0.8923
H -1.9135 2.4344 1.6891
H -1.6861 4.1538 1.2353
H -2.2406 2.9738 0.0336
C -0.0836 4.3085 -1.6111
H -1.0289 3.9045 -1.9751
H -0.2648 5.3251 -1.2427
H 0.5705 4.4058 -2.4786
C 2.9614 3.7702 -1.3208
H 2.6936 3.6482 -2.3761
H 3.1130 4.8446 -1.1558
H 3.9186 3.2664 -1.1540
C 3.4547 2.2212 1.3598
H 4.1737 1.8730 0.5993
H 3.8844 3.1309 1.8170
H 3.3834 1.4601 2.1490
C 0.6689 1.9879 2.8272
H 1.3973 1.2558 3.1847
H 0.8070 2.9131 3.4128
H -0.3239 1.5852 3.0295
C 0.0313 0.3870 -2.0958
C -0.1705 -0.9565 -2.5331
C 0.4628 1.3480 -2.9770
C -0.6798 -1.0341 -3.9075
H -0.7160 -1.4813 -1.7255
C 0.2928 1.1346 -4.3656
H 0.9928 2.2280 -2.6353
C -0.4230 -0.0022 -4.7929
H -1.1345 -1.9968 -4.2133
H 0.6147 1.9142 -5.0537
H -0.6595 -0.0758 -5.8640
C -3.2444 -0.2183 0.4628
P -1.6373 -0.7927 0.9825
C -1.5746 -0.6082 2.8101
C -2.5009 0.1740 3.5439
C -2.3198 0.3807 4.9189
C -1.1853 -0.1182 5.5764
C -0.2329 -0.8443 4.8541
C -0.4147 -1.0681 3.4856
C -1.7072 -2.5832 0.5672
C -2.0637 -3.0744 -0.7127
C -1.9143 -4.4382 -1.0016
C -1.5318 -5.3522 -0.0061
C -1.1959 -4.8763 1.2651
C -1.3241 -3.5140 1.5545
H -3.3803 -0.4562 -0.5987
H -3.2810 0.8670 0.5922
H -4.0078 -0.7074 1.0786
H -3.3732 0.6195 3.0561
H -3.0544 0.9612 5.4889
H -1.0264 0.0730 6.6400
H 0.6695 -1.2345 5.3431
H 0.3606 -1.6053 2.9327
H -2.4573 -2.4236 -1.4984
H -2.1054 -4.8080 -2.0211
H -1.4848 -6.4313 -0.2144
H -0.8188 -5.5467 2.0372
H -1.1023 -3.1727 2.5683
*
```

The energy is -1789.57841 Ha. The value obtained for the HOMO energy (spin up / spin down) is -9.17 / -10.40 eV.

Here are the Löwdin charges for atoms 1 to 4, given in e: -0.2837, -0.3018, -0.2106, -0.2158


4.
Below is CH4N2O2S in the gas phase in a non-equilibrium geometry, with properties calculated with ωB97M-V/def2-TZVPD.

The geometry in ORCA input format:
```
! wB97M-V def2-TZVPD RIJCOSX def2/J DEFGRID3
* xyz 0 1
C 0.6887 -0.0236 -0.2658
H -1.1787 2.1681 -0.1365
H 1.1866 1.9182 0.5180
H -1.2148 -0.4744 0.3176
H 0.1323 -2.8938 0.4323
N 0.4410 1.3697 0.0303
N -0.4919 -0.7750 -0.2730
O -0.7912 1.6234 0.5692
O 1.7400 -0.5139 -0.5487
S -0.5120 -2.3986 -0.6434
*
```

Its energy above the lowest of the compared OMol25 structures with the same formula, charge and spin is 123.0 kJ/mol. The energy is -698.62846 Ha. The structure (SMILES) is O=C(NO)NS. The value obtained for the HOMO energy is -9.55 eV.

Here are the natural (NBO) charges for atoms 1 to 4, given in e: 0.7553, 0.4782, 0.3815, 0.4085


5.
Below is 2 unconnected molecules or ions with the total composition C3H2BrClO in a non-equilibrium geometry, with properties calculated with ωB97M-V/def2-TZVPD.

The geometry in ORCA input format:
```
! wB97M-V def2-TZVPD RIJCOSX def2/J DEFGRID3
* xyz 0 1
C -0.1273 0.2438 0.2555
C -0.3573 -0.4164 -0.7869
C 1.9272 -0.7959 1.6606
O 2.3953 -0.6016 2.6968
Cl -1.3787 0.1403 -2.2351
Br 2.7256 -1.7087 0.1476
H -0.0264 1.2601 0.3971
H -0.3303 -1.5315 -1.0271
*
```

Its energy above the lowest of the compared OMol25 structures with the same formula, charge and spin is 378.3 kJ/mol. The energy is -3224.78404 Ha. The value obtained for the HOMO energy (spin up / spin down) is -9.43 / -9.75 eV.

Here are the natural (NBO) charges for atoms 1 to 4, given in e: -0.1113, -0.2819, 0.4717, -0.4587


6.
Below is 2 unconnected molecules or ions with the total composition C22H28Br2F10N3O3 in a non-equilibrium geometry, with properties calculated with ωB97M-V/def2-TZVPD.

The geometry in ORCA input format:
```
! wB97M-V def2-TZVPD RIJCOSX def2/J DEFGRID3
* xyz 1 1
C -4.7024 3.0880 1.9050
C -3.4015 3.7596 2.2388
O -3.3146 4.4673 3.2217
N -2.3299 3.5368 1.3240
C -2.4834 4.5855 0.2546
C -1.0274 3.7385 1.9782
C 0.0361 2.7965 1.3968
C 0.1577 1.5772 2.3107
C 1.2372 0.5281 1.9315
C 0.5628 -0.6294 1.2697
N 0.0550 -1.5078 2.1081
N -0.5952 -2.4903 1.5166
C -0.7634 -2.6579 0.2294
C -1.5878 -3.8494 -0.1862
F -2.4357 -3.4991 -1.1665
F -2.3363 -4.2768 0.8420
C -0.6965 -5.0600 -0.6485
F -0.4123 -5.7391 0.4846
F 0.4672 -4.6483 -1.1538
C -1.4255 -6.0458 -1.5866
F -1.4212 -5.5243 -2.8189
F -2.6717 -6.2305 -1.1560
C -0.7351 -7.4544 -1.6305
F -1.1625 -8.2130 -0.6250
F -1.1230 -8.0335 -2.7743
F 0.5896 -7.3496 -1.6097
C -0.2090 -1.7822 -0.6968
C -0.3409 -1.9299 -2.1806
C -1.5280 -1.1947 -2.7874
O -1.8876 -1.4681 -3.9157
O -2.1184 -0.2317 -2.0192
C 0.4848 -0.7194 -0.1413
C 1.1264 0.3088 -1.0089
C 2.4700 -0.2012 -1.6102
C 3.1371 -1.3303 -0.8493
F 3.3676 0.8357 -1.6652
H -4.5669 2.1740 1.3361
H -5.2555 2.8750 2.8078
H -5.3222 3.7461 1.3044
H -2.7231 5.5309 0.7367
H -3.3081 4.3000 -0.3877
H -1.5525 4.6686 -0.2841
H -1.1481 3.4892 3.0266
H -0.6944 4.7724 1.9711
H -0.2405 2.5425 0.3785
H 0.9661 3.3464 1.4179
H -0.8309 1.1304 2.3767
H 0.3994 1.9402 3.3017
H 1.6638 0.1586 2.8562
H 2.0735 0.9205 1.3549
H -1.0022 -3.1763 2.1460
H 0.5615 -1.6054 -2.6716
H -0.4598 -2.9663 -2.4504
H -3.0514 -0.4656 -1.9476
H 1.2564 1.2575 -0.5138
H 0.4572 0.4770 -1.8451
H 2.3048 -0.5375 -2.6262
H 4.1585 -1.3925 -1.2035
H 2.6763 -2.2866 -1.0698
H 3.1962 -1.1238 0.2137
Br 3.4689 5.9749 -0.4518
C 5.0168 4.8222 -0.2104
C 4.6206 3.3721 -0.2052
Br 3.7622 2.8812 1.4774
H 5.5001 5.1311 0.7103
H 5.6727 5.0320 -1.0519
H 5.4947 2.7299 -0.2820
H 3.9236 3.1259 -0.9963
*
```

The energy is -7391.54238 Ha. The value obtained for the HOMO energy is -11.58 eV.

Here are the natural (NBO) charges for atoms 1 to 4, given in e: -0.7225, 0.7101, -0.5539, -0.5097